No. 1
{
  "formula": "C2H4OS3",
  "method": "ωB97M-V/def2-TZVPD",
  "elements": ["O", "C", "C", "S", "S", "S", "H", "H", "H", "H"],
  "positions_angstrom": [[-0.1412, -1.7047, 0.0810], [-0.0183, -0.6580, 0.8952], [0.0478, 0.8177, -0.0969], [1.0800, 0.6332, -1.5343], [-0.7053, -0.7060, 2.5544], [1.2918, -0.7556, 2.1634], [-0.9305, -2.2360, 0.1771], [0.4965, 1.5047, 0.4825], [-1.0196, 0.7642, -0.4466], [2.3451, 0.5820, -1.0302]],
  "atomic_forces_ev_per_a": [[0.117, -1.090, -1.172], [0.961, 2.902, -0.808], [-1.762, -6.002, 0.029], [0.324, -0.372, -0.804], [-1.055, 0.384, -0.302], [0.914, -0.029, -0.303], [-0.272, 0.020, 0.446], [0.304, 2.882, 2.254], [1.163, 1.201, 0.375], [-0.694, 0.104, 0.284]],
  "lumo_energy_ev": 0.0018,
  "homo_lumo_gap_ev": 8.39,
  "multiplicity": 1,
  "homo_energy_ev": -8.39,
  "smiles": "OC1(CS)SS1"
}

***

No. 2
{
  "formula": "C2H4P2",
  "method": "ωB97M-V/def2-TZVPD",
  "elements": ["C", "C", "P", "P", "H", "H", "H", "H"],
  "positions_angstrom": [[-1.1789, 0.4685, -0.5109], [1.1302, -0.5949, 0.1938], [0.2627, 0.8364, 0.4400], [1.1703, -1.4867, -1.2306], [-1.7396, 1.4010, -0.5151], [-0.8897, 0.1255, -1.5625], [-0.0651, 0.1970, 2.0878], [1.3101, -0.9467, 1.0975]],
  "atomic_forces_ev_per_a": [[0.905, 1.618, -1.352], [0.330, -1.675, -5.189], [-2.110, 0.590, 3.290], [0.571, 0.338, 0.946], [-0.983, -0.390, -0.214], [-0.704, 0.126, 1.494], [0.019, 1.627, -2.686], [1.972, -2.234, 3.712]],
  "lumo_energy_ev": [-0.3657, -1.4632],
  "homo_lumo_gap_ev": [7.73, 7.43],
  "multiplicity": 3,
  "homo_energy_ev": [-8.09, -8.89],
  "s2": 2.034
}